# 1
This record from OMol25 describes a structure of composition C43H57BrCrN7O2SSi at a distorted geometry. The level of theory is wB97M-V/def2-TZVPD.

The value obtained for the total energy is -6512.72829 a.u. Its expectation value of S² is 3.9025. The spin multiplicity is 4. Its HOMO energy (spin up / spin down) is -5.5156 / -8.1054 eV. Its total charge is 0. For the energy relative to the best compared isomer or geometry (same formula, charge and spin), the calculation gives 121.1 kcal per mole.

Structure (XYZ):
```
113
C43H57BrCrN7O2SSi, DFT wB97M-V/def2-TZVPD
Cr -0.222 2.519 -0.269
C 2.673 5.520 0.658
C 3.388 4.685 -0.354
C 4.683 5.043 -0.697
C 5.359 4.398 -1.715
C 4.673 3.492 -2.496
C 3.367 3.122 -2.197
C 2.608 2.337 -3.227
C 2.768 3.611 -1.021
N 1.592 3.049 -0.486
C 1.829 3.025 2.347
O 2.748 3.179 3.170
C 0.475 1.173 2.102
C 0.269 0.589 3.348
C -1.033 0.440 3.801
C -2.097 0.891 3.027
C -1.813 1.435 1.781
N -0.560 1.517 1.338
C -2.787 1.989 0.800
O -3.983 2.107 1.035
N -2.138 2.345 -0.336
C -2.845 2.365 -1.540
C -3.671 1.282 -1.899
C -3.845 0.082 -1.021
C -4.294 1.298 -3.140
C -4.097 2.334 -4.030
C -3.238 3.367 -3.696
C -2.598 3.392 -2.469
C -1.639 4.512 -2.145
H 2.978 6.558 0.540
H 2.919 5.217 1.673
H 1.597 5.448 0.520
H 5.159 5.844 -0.149
H 6.385 4.651 -1.939
H 5.139 3.070 -3.375
H 2.776 2.798 -4.202
H 1.537 2.356 -3.022
H 2.935 1.300 -3.287
H 1.115 0.300 3.948
H -1.217 -0.002 4.766
H -3.120 0.836 3.361
H -2.907 -0.181 -0.532
H -4.186 -0.763 -1.617
H -4.578 0.276 -0.238
H -4.931 0.466 -3.410
H -4.586 2.320 -4.995
H -3.057 4.160 -4.409
H -1.345 5.035 -3.053
H -0.718 4.124 -1.655
H -2.105 5.241 -1.479
C 2.985 0.808 1.876
C 1.782 1.687 1.551
N 1.568 1.835 0.090
N 2.083 0.752 -0.586
C 1.362 0.251 -1.528
N 1.857 -0.754 -2.280
S -0.227 0.818 -1.957
C 0.682 3.902 2.336
C 0.530 4.772 3.445
C -0.557 5.590 3.552
C -1.512 5.567 2.520
C -1.295 4.731 1.452
N -0.241 3.928 1.323
H 2.740 -0.240 1.721
H 3.271 0.970 2.913
H 3.823 1.081 1.240
H 2.698 -1.216 -1.975
H 1.223 -1.219 -2.908
H 1.294 4.738 4.203
H -0.702 6.225 4.414
H -2.396 6.183 2.556
H -2.016 4.691 0.646
C -0.390 -3.509 -2.619
C -1.002 -4.493 -1.615
C -2.520 -4.336 -1.739
C -0.643 -5.920 -2.036
Si -0.388 -4.122 0.205
Br -0.524 -1.862 0.427
C -1.574 -4.727 1.635
C -2.923 -3.996 1.614
C -0.956 -4.434 3.007
C -1.842 -6.230 1.515
C 1.512 -4.489 0.514
C 2.354 -4.304 -0.754
C 2.090 -3.523 1.555
C 1.732 -5.925 1.001
H -0.784 -3.713 -3.615
H 0.690 -3.601 -2.670
H -0.650 -2.482 -2.369
H -2.811 -4.461 -2.781
H -2.843 -3.349 -1.419
H -3.051 -5.090 -1.165
H -1.011 -6.114 -3.043
H -1.094 -6.654 -1.373
H 0.430 -6.083 -2.044
H -2.795 -2.920 1.709
H -3.528 -4.327 2.459
H -3.486 -4.195 0.709
H -0.727 -3.375 3.112
H -0.050 -5.010 3.181
H -1.662 -4.692 3.797
H -2.367 -6.456 0.590
H -2.468 -6.573 2.341
H -0.921 -6.806 1.533
H 2.197 -3.320 -1.186
H 2.132 -5.062 -1.500
H 3.413 -4.394 -0.508
H 2.091 -2.503 1.177
H 3.122 -3.793 1.776
H 1.534 -3.538 2.487
H 1.337 -6.649 0.290
H 1.265 -6.097 1.968
H 2.801 -6.116 1.113
```

Mulliken population analysis, charges in e, atoms 1 to 99: Cr -0.9593; C -1.5673; C 0.9794; C -0.6972; C -0.9218; C -0.8042; C 0.8191; C -1.4833; C 0.0525; N 0.4333; C -0.2944; O -0.8117; C 0.4738; C -0.7556; C -1.3212; C -0.7917; C 0.4568; N 1.5587; C -0.5752; O -0.6923; N 1.5621; C -0.6610; C 1.5617; C -1.7536; C -0.7279; C -0.9340; C -1.1566; C 0.8888; C -0.8016; H 0.6623; H 0.2791; H -0.0004; H 0.4605; H 0.3848; H 0.4652; H 0.6026; H -0.2119; H 0.3121; H 0.7054; H 0.5354; H 0.6234; H 0.0530; H 0.4400; H 0.3989; H 0.4357; H 0.3933; H 0.4390; H 0.5179; H -0.0335; H 0.3315; C -1.6017; C 0.9531; N 2.7083; N -1.7797; C 0.0201; N -0.2344; S -0.5917; C 0.2088; C -1.0841; C -0.8546; C -0.9933; C -0.4735; N 2.0330; H -0.0242; H 0.5183; H 0.4593; H 0.2840; H 0.2262; H 0.5520; H 0.4326; H 0.4978; H 0.0613; C -1.6684; C 2.5695; C -2.1109; C -1.7537; Si -1.3330; Br 0.0008; C 2.3867; C -1.7690; C -1.8328; C -1.7565; C 2.7958; C -1.4897; C -1.9493; C -1.8977; H 0.5144; H 0.3547; H 0.1325; H 0.6092; H 0.2821; H 0.3495; H 0.5128; H 0.3301; H 0.2766; H 0.2279; H 0.5455; H 0.3248; H 0.1904

# 2
This record from OMol25 describes a structure of composition C43H58BBrCl2FN5O5PZr at a distorted geometry. The level of theory is wB97M-V/def2-TZVPD.

The value obtained for the total energy is -6330.84182 a.u. Its HOMO energy is -10.1722 eV. Its total charge is +1.

Structure (XYZ):
```
118
C43H58BBrCl2FN5O5PZr, DFT wB97M-V/def2-TZVPD
Zr 1.892 0.156 0.059
Cl 1.301 0.358 2.978
C 2.922 0.241 3.781
Cl 3.999 -0.992 3.120
H 2.718 -0.024 4.810
H 3.386 1.215 3.658
Br 3.856 4.188 5.032
C 4.762 3.984 3.368
C 5.771 4.876 3.034
C 6.401 4.682 1.817
C 5.992 3.641 0.995
C 4.956 2.833 1.428
N 4.357 2.995 2.612
C 4.410 1.765 0.511
O 4.924 1.536 -0.556
O 3.338 1.170 0.987
H 6.045 5.680 3.700
H 7.199 5.345 1.511
H 6.449 3.449 0.036
F 2.006 1.234 -1.551
B 0.968 -4.142 -0.515
C 1.534 -3.154 0.517
N 1.141 -1.833 0.972
H -0.969 -4.071 0.586
H 0.615 -3.728 -1.575
H 0.934 -5.315 -0.294
C -1.880 -4.129 6.068
O -1.120 -3.858 4.892
C -1.787 -3.808 3.720
C -3.100 -4.028 3.516
C -3.697 -3.936 2.194
C -2.962 -3.619 1.129
C -1.505 -3.371 1.240
C -0.925 -3.488 2.594
N 0.339 -3.317 2.824
C 1.413 -2.818 1.946
C 2.935 -3.398 -0.042
C 3.609 -4.611 0.130
C 4.883 -4.793 -0.380
C 5.501 -3.745 -1.054
C 4.863 -2.525 -1.209
C 3.573 -2.350 -0.720
O 2.967 -1.169 -0.880
H -2.661 -3.379 6.199
H -1.181 -4.082 6.896
H -2.322 -5.126 6.018
H -3.738 -4.291 4.347
H -4.755 -4.135 2.098
H -3.402 -3.579 0.141
H -1.168 -2.396 0.847
H 0.608 -3.437 3.795
H 2.323 -2.784 2.536
H 3.127 -5.408 0.682
H 5.390 -5.738 -0.251
H 6.497 -3.877 -1.458
H 5.341 -1.687 -1.699
N 0.902 3.503 1.927
C 1.327 4.780 2.006
C 2.042 5.024 0.857
C 1.993 3.811 0.148
N 1.298 2.892 0.802
H 0.387 2.988 2.618
H 1.100 5.398 2.857
H 2.535 5.936 0.571
H 2.438 3.567 -0.805
O -0.216 0.462 -0.212
P -1.340 0.646 -1.255
C -2.581 -0.563 -0.672
C -2.943 -0.290 0.808
C -4.208 0.543 0.998
C -5.381 -0.089 0.254
C -5.086 -0.165 -1.240
C -3.807 -0.953 -1.515
C -0.639 0.303 -2.901
C -1.476 0.542 -4.186
C -2.103 -0.688 -4.845
C -1.104 -1.829 -4.951
C -0.612 -2.194 -3.557
C 0.147 -1.029 -2.929
C -1.848 2.393 -1.143
C -3.180 2.821 -1.790
C -3.234 4.345 -1.894
C -2.190 4.876 -2.890
C -0.979 3.938 -2.979
C -0.687 3.311 -1.620
H -1.906 -1.430 -0.680
H -2.093 0.168 1.318
H -3.116 -1.256 1.294
H -4.054 1.564 0.645
H -4.427 0.610 2.066
H -6.299 0.473 0.433
H -5.541 -1.102 0.642
H -5.007 0.841 -1.650
H -5.911 -0.650 -1.764
H -3.565 -0.908 -2.574
H -4.016 -2.005 -1.294
H 0.113 1.099 -2.882
H -0.786 0.977 -4.913
H -2.248 1.291 -4.014
H -2.469 -0.396 -5.831
H -2.971 -1.039 -4.285
H -0.251 -1.518 -5.563
H -1.560 -2.691 -5.440
H 0.050 -3.060 -3.602
H -1.470 -2.476 -2.933
H 1.063 -0.859 -3.500
H 0.470 -1.312 -1.925
H -1.947 2.511 -0.056
H -4.018 2.471 -1.195
H -3.302 2.395 -2.788
H -3.057 4.767 -0.901
H -4.235 4.658 -2.191
H -1.862 5.868 -2.575
H -2.641 4.992 -3.878
H -0.102 4.488 -3.322
H -1.162 3.157 -3.720
H -0.562 4.111 -0.888
H 0.255 2.769 -1.635
```

Mulliken population analysis, charges in e, atoms 1 to 99: Zr 0.8961; Cl -0.0382; C 0.3000; Cl -0.1346; H 0.5594; H -0.4912; Br -0.1441; C 0.1692; C -0.6050; C -0.4289; C -0.9830; C 0.6521; N 0.1505; C -0.2337; O -0.6504; O 0.6227; H 0.4441; H 0.4491; H 0.5168; F -0.7401; B 1.2275; C 1.3927; N 0.4923; H -0.0243; H -0.2104; H -0.0727; C -0.9693; O -0.4349; C 0.4950; C -0.4696; C -0.8914; C -1.1281; C 1.3189; C 0.5850; N 0.1656; C -2.1225; C -0.9189; C -0.4184; C -1.1808; C -0.6102; C -0.6191; C -0.4458; O -0.4197; H 0.4008; H 0.2704; H 0.3765; H 0.4809; H 0.4642; H 0.5305; H -0.6588; H 0.4880; H 0.4405; H 0.4808; H 0.4324; H 0.4627; H 0.5730; N -0.3427; C -0.7337; C -1.3310; C -0.3310; N 0.8999; H 0.1016; H 0.5291; H 0.5093; H 0.6274; O 0.3870; P -0.0873; C 2.3042; C -0.0568; C -0.9843; C -0.8054; C -0.9628; C -0.0102; C 1.0844; C -1.1082; C -0.6377; C -1.2600; C -0.5599; C 0.5164; C 0.5036; C -0.3604; C -1.3010; C -0.7788; C -0.9082; C -0.4701; H -1.7796; H -0.0683; H 0.2815; H 0.3530; H 0.5061; H 0.4621; H 0.3057; H 0.2214; H 0.4833; H -0.7132; H 0.3572; H 0.5008; H 0.6208; H -0.1482